Entry from OMol25: a cluster of 2 separate species, C4H11O in total at a distorted geometry (ωB97M-V with the def2-TZVPD basis set).

The HOMO-LUMO gap is 6.27 eV. The lowest unoccupied orbital energy comes out at 4.18 eV. Its charge is -1. For the energy relative to the best compared isomer or geometry (same formula, charge and spin), the calculation gives 63.5 kJ/mol. Its electronic energy is -6372.5550 eV.

Last column: natural (NBO) charge in e.
CARTESIAN COORDINATES (ANGSTROEM)
1 C -0.875 0.377 -1.613  -0.62
2 H 0.580 -1.158 -2.234  0.18
3 H 0.821 0.493 -2.866  0.17
4 C 1.489 0.250 -0.741  -0.61
5 H -0.546 -1.624 3.092  0.05
6 H -1.634 -0.085 -2.283  0.18
7 H 2.409 -0.152 -0.836  0.18
8 H 1.085 -0.110 0.205  0.28
9 H -1.925 -0.606 3.249  0.06
10 H 1.627 1.428 -0.723  0.18
11 C 0.547 -0.090 -1.933  -0.39
12 O -0.448 0.164 1.923  -0.98
13 H -0.248 -0.082 4.036  0.07
14 C -0.771 -0.469 3.075  -0.18
15 H -0.959 1.459 -1.785  0.18
16 H -1.150 0.206 -0.565  0.27

---

Entry from OMol25: a cluster of 2 separate species, C6H14Si in total at a distorted geometry (ωB97M-V with the def2-TZVPD basis set).

The HOMO-LUMO gap (alpha / beta) is 8.13 / 7.43 eV. The lowest unoccupied orbital energy (alpha / beta) comes out at -0.15 / 0.23 eV. Its charge is 0. For the energy relative to the best compared isomer or geometry (same formula, charge and spin), the calculation gives 538.6 kJ/mol. Its electronic energy is -14320.9895 eV.

Last column: natural (NBO) charge in e.
CARTESIAN COORDINATES (ANGSTROEM)
1 H -0.140 -0.086 2.748  0.18
2 H -0.302 -0.724 -2.189  -0.19
3 C -0.649 0.202 1.806  -0.13
4 H -2.406 2.314 -0.026  0.21
5 C 2.752 -1.374 -2.076  -0.62
6 Si 0.073 -1.690 -1.147  0.76
7 C -1.570 2.359 2.413  -0.63
8 H 2.219 -1.589 0.066  0.23
9 H -2.305 1.827 3.038  0.22
10 H -2.747 0.598 -0.012  0.23
11 H -2.082 3.225 1.918  0.21
12 C -1.966 1.365 0.077  -0.65
13 C 1.983 -1.998 -0.875  -0.83
14 H 3.837 -1.692 -2.063  0.22
15 H -0.853 -2.864 -1.342  -0.18
16 C -1.213 1.246 1.362  -0.14
17 H -0.649 2.741 2.940  0.22
18 H 2.212 -1.539 -3.062  0.21
19 H 2.308 -3.064 -0.875  0.23
20 H -1.345 0.994 -0.783  0.23
21 H 2.844 -0.249 -1.916  0.21

---

Entry from OMol25: a cluster of 4 separate species, C19H49N5O7 in total at a distorted geometry (ωB97M-V with the def2-TZVPD basis set).

The HOMO-LUMO gap is 8.86 eV. The lowest unoccupied orbital energy comes out at 0.56 eV. Its charge is 0. The SMILES is COCCNCCOC.COCCNCCOC.COCCNCCOC.NC(N)=O. For the energy relative to the best compared isomer or geometry (same formula, charge and spin), the calculation gives 390.9 kJ/mol. Its electronic energy is -42273.7863 eV.

Last column: Löwdin charge in e.
CARTESIAN COORDINATES (ANGSTROEM)
1 H -0.690 -3.051 2.494  0.10
2 H -1.585 3.725 4.888  0.13
3 H -1.239 5.579 -0.251  0.09
4 H 2.217 2.401 4.670  0.09
5 C -0.953 4.565 -0.532  -0.07
6 H 2.321 2.700 -1.683  0.11
7 H 3.676 1.099 -0.451  0.07
8 C 0.646 -5.755 2.405  -0.18
9 O 0.369 2.153 5.460  -0.20
10 H 1.253 0.787 -0.462  0.08
11 O 2.758 0.649 -2.153  -0.25
12 C 0.282 -8.679 1.340  -0.12
13 H 0.515 1.641 -2.655  0.11
14 C -0.990 -3.933 1.927  -0.19
15 N 0.973 3.310 -3.956  -0.06
16 H -2.434 4.607 2.737  0.12
17 C -0.744 -3.854 0.439  -0.17
18 N -1.698 2.677 3.172  -0.09
19 H -0.025 1.822 0.284  0.08
20 H -2.808 2.612 0.545  0.12
21 C -1.974 2.769 4.535  -0.22
22 H -0.720 2.833 2.977  0.08
23 H -1.276 1.669 6.280  0.12
24 C -1.025 1.783 5.225  -0.18
25 N -0.823 0.167 1.755  0.19
26 H -1.292 1.034 1.976  0.07
27 N -0.744 -5.326 2.437  -0.06
28 C 0.802 -7.129 3.170  -0.16
29 C 0.350 2.892 -6.251  -0.17
30 H -3.709 3.443 2.677  0.13
31 H -1.265 -5.848 1.747  0.07
32 H 4.812 0.577 -1.513  0.07
33 H 3.755 -0.702 -0.718  0.09
34 H 0.916 1.961 -6.226  0.12
35 H -3.076 4.380 0.558  0.12
36 H -1.134 -0.654 2.254  0.12
37 H 1.720 3.638 -4.552  0.09
38 C 1.316 1.994 -3.304  -0.21
39 H -0.068 -7.526 3.694  0.11
40 H 0.836 -8.605 0.403  0.08
41 C 0.783 5.025 -7.363  -0.11
42 O -1.346 -5.090 -0.148  -0.25
43 C -2.492 3.561 0.978  -0.22
44 C -0.143 3.267 -4.822  -0.24
45 H -0.418 -4.946 -2.051  0.08
46 H 1.490 5.621 -7.940  0.09
47 H -0.997 0.786 4.786  0.11
48 H -0.587 -8.029 1.244  0.08
49 H 1.375 -5.088 2.864  0.12
50 H 0.232 5.621 -6.636  0.08
51 H -1.389 -3.139 -0.072  0.12
52 N 0.452 0.945 0.133  0.22
53 H -3.014 2.487 4.699  0.13
54 C -2.638 3.560 2.509  -0.19
55 H 1.323 1.158 -4.003  0.11
56 H -0.064 -9.708 1.439  0.08
57 O 1.306 3.846 -6.768  -0.21
58 H 1.199 1.254 3.743  0.09
59 H -0.454 2.740 -6.972  0.12
60 H -1.165 -6.305 -1.708  0.09
61 C 0.158 -0.001 0.993  -0.80
62 H -1.406 4.118 -1.417  0.09
63 O 1.220 -8.226 2.296  -0.22
64 H 1.594 -7.123 3.919  0.11
65 H 0.098 4.835 -8.189  0.08
66 H 0.986 3.091 3.736  0.08
67 H -2.071 -3.826 2.007  0.11
68 C -1.320 -5.243 -1.517  -0.14
69 O 0.649 -1.124 1.003  0.01
70 H 3.458 2.406 -3.076  0.13
71 C 2.580 2.063 -2.529  -0.20
72 C 1.212 2.188 4.304  -0.10
73 H -2.228 -4.736 -1.845  0.09
74 H 0.842 -5.987 1.358  0.11
75 H -0.730 4.161 -4.610  0.11
76 O -1.128 3.723 0.630  -0.23
77 H 0.304 -3.693 0.187  0.11
78 H -0.838 2.473 -4.548  0.11
79 C 3.820 0.289 -1.166  -0.05
80 H 0.103 4.641 -0.789  0.08

---

Entry from OMol25: a structure of composition C47H45FeGeNOS4Si (ωB97M-V with the def2-TZVPD basis set).

The HOMO-LUMO gap is 7.82 eV. The lowest unoccupied orbital energy comes out at 0.10 eV. Its charge is 0. For the energy relative to the best compared isomer or geometry (same formula, charge and spin), the calculation gives 0.0 kJ/mol. Its electronic energy is -195133.3151 eV.

Last column: Löwdin charge in e.
CARTESIAN COORDINATES (ANGSTROEM)
1 C -3.947 1.339 2.521  -0.35
2 S -0.538 0.907 -1.730  1.02
3 Si 1.709 -2.273 -0.626  0.44
4 H -1.659 1.958 6.364  0.11
5 H -2.079 4.728 -4.334  0.10
6 C -5.341 0.144 4.092  -0.09
7 S -0.509 3.002 0.817  0.72
8 C -1.300 4.834 -1.038  -0.11
9 C -1.391 1.047 4.452  -0.08
10 H 2.168 2.541 4.541  0.11
11 H 1.584 -3.181 -5.622  0.10
12 H 6.081 0.029 -0.017  0.10
13 C -3.746 -2.180 -1.144  -0.09
14 C 0.285 2.378 5.560  -0.07
15 C -1.114 -2.957 -3.598  -0.08
16 C 1.981 -4.987 0.174  -0.09
17 C -0.987 2.624 -1.908  -0.49
18 H -2.197 -2.966 -3.628  0.09
19 H 1.774 -5.773 0.910  0.08
20 C -5.716 1.345 4.683  -0.09
21 C -1.755 4.391 -3.358  -0.08
22 H 4.713 3.787 -2.342  0.11
23 S 1.821 0.953 2.095  1.01
24 H -1.967 6.314 -2.427  0.10
25 C 5.762 -2.931 -1.620  -0.09
26 H 3.640 -0.279 0.184  0.07
27 H 2.732 -2.809 -3.495  0.09
28 C 5.609 -0.849 -0.443  -0.09
29 H -0.228 -4.518 1.777  0.08
30 H 1.698 -2.289 2.330  0.06
31 C -4.001 0.556 -1.486  -0.13
32 Ge -2.733 1.376 0.973  0.74
33 H -6.398 1.346 5.523  0.10
34 C 4.236 -1.023 -0.332  -0.09
35 C 1.650 -2.871 -3.500  -0.10
36 H 1.348 -0.143 -2.565  0.07
37 C 4.387 -3.094 -1.505  -0.11
38 H -2.376 0.604 4.457  0.09
39 C 2.671 2.490 1.644  -0.34
40 C 2.108 -3.229 1.951  -0.09
41 C -0.554 0.867 3.357  -0.56
42 C -3.339 0.069 -0.361  -0.36
43 C 3.029 2.480 -2.577  0.01
44 C -5.218 2.542 4.189  -0.09
45 H -1.477 2.352 -3.972  0.11
46 C 0.939 -2.727 -2.305  -0.20
47 H 1.964 -3.994 2.722  0.08
48 H -0.888 -3.278 -5.711  0.10
49 C 3.942 3.215 -1.843  -0.03
50 C -3.213 -1.310 -0.203  -0.13
51 C -0.460 -2.759 -2.391  -0.10
52 O 1.098 -0.888 -0.163  -0.41
53 H -4.101 1.628 -1.625  0.09
54 C 2.847 2.482 0.145  -0.31
55 C 1.408 -3.650 0.652  -0.60
56 H -5.509 3.481 4.645  0.10
57 N 1.971 1.764 -0.573  0.03
58 H 0.602 2.973 6.407  0.11
59 H -3.643 -3.250 -1.005  0.11
60 C -4.528 -0.311 -2.432  -0.08
61 C -0.382 -3.122 -4.766  -0.10
62 C -4.456 0.143 3.024  -0.13
63 H 3.065 2.458 -3.658  0.12
64 C -0.087 -3.820 0.942  -0.09
65 H 2.040 3.331 1.934  0.08
66 C -0.980 1.811 5.535  -0.06
67 C -1.413 3.066 -3.158  -0.10
68 H 1.539 -5.298 -0.777  0.08
69 C -4.401 -1.682 -2.261  -0.09
70 H -2.683 -1.719 0.650  0.06
71 C 3.857 3.210 -0.460  -0.01
72 C 0.737 1.404 3.419  -0.51
73 H 3.635 2.562 2.145  0.09
74 H -4.812 -2.361 -2.998  0.10
75 H -0.621 -4.231 0.082  0.07
76 C 1.159 2.150 4.509  -0.08
77 H 4.555 3.771 0.146  0.12
78 H -1.272 5.520 -0.201  0.10
79 H 7.448 -1.675 -1.186  0.10
80 H 0.912 1.185 -3.652  0.10
81 H -4.149 -0.802 2.588  0.10
82 C 1.003 -3.071 -4.714  -0.09
83 H -3.968 3.475 2.718  0.10
84 C 6.376 -1.804 -1.093  -0.10
85 C 3.588 -2.142 -0.864  -0.20
86 Fe 0.425 0.885 0.365  -0.27
87 S -1.039 -0.091 1.917  0.76
88 C -1.694 5.276 -2.288  -0.08
89 H 3.934 -3.991 -1.914  0.10
90 H 3.065 -4.936 0.046  0.06
91 C -4.348 2.535 3.105  -0.12
92 H -3.215 2.717 0.350  0.01
93 H -5.036 0.083 -3.304  0.10
94 H -5.738 -0.791 4.468  0.10
95 H -1.053 -2.584 -1.502  0.07
96 H -0.548 -2.869 1.219  0.04
97 C -0.932 3.503 -0.821  -0.63
98 H 3.183 -3.096 1.807  0.08
99 C 1.050 0.905 -2.610  -0.30
100 C 2.060 1.751 -1.907  -0.27
101 H 6.355 -3.687 -2.122  0.10

---

Entry from OMol25: the ion C2H7N2O with charge +1 at a distorted geometry (ωB97M-V with the def2-TZVPD basis set).

The HOMO-LUMO gap is 11.55 eV. The lowest unoccupied orbital energy comes out at -3.39 eV. Its charge is +1. The SMILES is NC/[NH+]=C/O. For the energy relative to the best compared isomer or geometry (same formula, charge and spin), the calculation gives 217.9 kJ/mol. Its electronic energy is -7206.8867 eV.

Last column: natural (NBO) charge in e.
CARTESIAN COORDINATES (ANGSTROEM)
1 O -2.667 0.203 0.157  -0.60
2 C 1.110 -0.530 -0.038  0.00
3 N -0.445 0.006 -0.509  -0.58
4 C -1.468 -0.217 0.199  0.55
5 H -1.148 -0.821 1.275  0.20
6 H 1.303 -1.071 -1.101  0.23
7 N 1.921 0.484 0.286  -0.79
8 H -0.572 0.493 -1.347  0.40
9 H -3.016 0.686 -0.621  0.53
10 H 2.283 1.199 -0.358  0.42
11 H 1.014 -1.262 0.764  0.23
12 H 1.684 0.829 1.293  0.40

---

Entry from OMol25: an isolated molecule of C23H26N4O4S2 at a distorted geometry (ωB97M-V with the def2-TZVPD basis set).

The HOMO-LUMO gap is 8.38 eV. The lowest unoccupied orbital energy comes out at -0.22 eV. Its charge is 0. The SMILES is CCN(CC)S(=O)(=O)c1ccc(-c2nnc(SCC(=O)N3c4ccccc4C[C@H]3C)o2)cc1. For the energy relative to the best compared isomer or geometry (same formula, charge and spin), the calculation gives 213.5 kJ/mol. Its electronic energy is -60093.6228 eV.

Last column: natural (NBO) charge in e.
CARTESIAN COORDINATES (ANGSTROEM)
1 S 2.083 -2.884 -1.606  2.33
2 N 3.565 -2.172 -1.342  -0.70
3 H -3.987 3.194 -1.732  0.22
4 C -0.118 -1.655 -0.504  -0.20
5 C -3.767 2.235 -1.257  -0.42
6 C 1.133 -2.182 -0.253  -0.32
7 C -2.483 0.672 3.919  0.27
8 C 1.666 -2.199 1.025  -0.19
9 H 4.105 -3.847 -3.416  0.22
10 H 0.109 2.114 1.048  0.26
11 H 5.839 -4.014 -3.096  0.22
12 H -0.495 -1.669 -1.514  0.25
13 H 4.545 -3.925 -0.988  0.23
14 H 5.178 -2.455 -3.599  0.20
15 C 4.044 0.085 -0.507  -0.62
16 C -1.716 2.122 -0.086  0.22
17 C 4.732 -3.006 -1.546  -0.22
18 C 0.405 1.584 -1.012  -0.20
19 H -4.515 3.332 2.601  0.23
20 H -4.374 1.473 -1.744  0.22
21 N -2.702 2.443 0.864  -0.45
22 N -1.652 0.247 4.814  -0.26
23 O 2.222 -4.292 -1.387  -0.94
24 H -3.271 3.885 3.759  0.26
25 C -3.572 3.086 3.081  -0.60
26 H 1.333 -1.634 3.076  0.24
27 H -1.826 -0.696 0.357  0.22
28 H -4.846 0.979 1.806  0.22
29 C -4.032 2.284 0.261  -0.02
30 H 2.645 -0.485 -2.056  0.22
31 O -1.279 2.973 2.538  -0.61
32 H 3.320 -0.017 0.298  0.21
33 H 1.468 1.449 -0.890  0.21
34 S -3.914 1.623 4.163  0.29
35 H -5.681 0.902 0.258  0.22
36 C -0.310 -1.095 1.823  -0.12
37 C -0.848 -1.112 0.537  -0.12
38 N -0.731 -0.481 4.173  -0.28
39 H 5.018 -0.222 -0.134  0.21
40 H 2.639 -2.636 1.179  0.24
41 H -2.000 1.423 -3.391  0.22
42 C 4.983 -3.349 -3.011  -0.63
43 C 3.638 -0.772 -1.703  -0.23
44 C -4.706 0.995 0.729  -0.62
45 C -1.541 1.567 -2.425  -0.19
46 H -4.101 0.136 0.447  0.21
47 C -2.301 1.943 -1.340  -0.07
48 C -1.038 -0.480 2.908  0.46
49 C -0.175 1.379 -2.251  -0.22
50 H 0.433 1.072 -3.088  0.22
51 H 4.103 1.130 -0.803  0.21
52 H 5.594 -2.493 -1.110  0.20
53 H -4.656 3.145 0.520  0.20
54 C -2.415 2.829 2.130  0.68
55 H 4.344 -0.622 -2.526  0.20
56 C -0.353 1.957 0.089  -0.25
57 O 1.483 -2.440 -2.835  -0.95
58 C 0.947 -1.651 2.070  -0.16
59 O -2.169 0.227 2.680  -0.43

---

Entry from OMol25: a structure of composition C25H50ClNP2SSi2W at a distorted geometry (ωB97M-V with the def2-TZVPD basis set).

The HOMO-LUMO gap (alpha / beta) is 2.90 / 2.93 eV. The lowest unoccupied orbital energy (alpha / beta) comes out at -1.26 / -1.16 eV. As for the spin multiplicity: 3. Its charge is 0. Its expectation value of S² is 2.1586. Its electronic energy is -87741.0066 eV.

Last column: Mulliken spin population.
CARTESIAN COORDINATES (ANGSTROEM)
1 C -0.569 2.512 3.057  0.01
2 C -2.976 -3.337 -0.092  -0.02
3 C 1.398 3.737 -3.062  0.00
4 H -3.231 3.114 0.359  0.00
5 H 0.715 -4.453 3.082  0.00
6 Cl -1.687 0.081 0.529  0.07
7 H -0.760 1.064 -2.566  0.01
8 H -1.721 5.483 -1.992  0.00
9 C 1.316 -1.343 -1.489  0.15
10 Si 1.958 2.745 -1.581  0.01
11 H -3.200 -2.912 0.893  0.00
12 H -3.975 0.808 -1.725  -0.01
13 C -1.491 -3.707 -0.284  0.01
14 C 2.080 -0.146 -1.315  -0.16
15 H -0.965 2.919 3.989  0.00
16 C -0.894 -3.100 2.478  0.00
17 H -0.814 5.218 3.130  0.00
18 H -3.352 2.559 -1.329  0.01
19 H -1.000 1.517 2.922  0.00
20 C -0.381 -4.456 2.976  0.00
21 C 1.293 3.446 0.042  0.00
22 C -3.898 -0.083 -2.308  0.04
23 H 2.053 -4.086 -3.263  0.00
24 P -0.313 -2.670 0.795  0.07
25 H 1.973 -3.006 1.401  0.00
26 H -2.032 3.505 1.832  0.00
27 H -0.224 5.462 -1.061  0.00
28 H -3.609 -4.231 -0.193  0.00
29 H 1.277 -4.533 0.818  0.00
30 H -0.901 -1.020 3.202  -0.01
31 N 1.725 0.129 1.619  -0.15
32 C 1.295 1.006 -1.642  0.18
33 H -1.221 3.146 -1.883  -0.01
34 H -1.775 -5.727 -1.031  0.00
35 H 1.262 4.544 0.043  0.00
36 C 1.422 -4.254 -2.379  0.00
37 H -0.700 -1.559 -2.453  -0.01
38 H 0.349 3.572 -3.329  0.00
39 W 0.492 -0.079 0.086  1.45
40 H -0.802 -4.642 3.975  0.00
41 H 4.252 2.308 -2.382  0.00
42 C 2.428 0.228 2.615  0.17
43 H -0.679 5.597 1.413  0.00
44 C -0.941 3.464 1.938  0.00
45 H -1.993 -3.131 2.415  0.00
46 P -0.360 2.756 0.314  0.07
47 H 1.939 3.119 0.878  0.00
48 H 0.373 -4.137 -2.673  0.00
49 H 4.144 3.826 -1.441  0.00
50 H 2.026 3.438 -3.913  0.00
51 H 4.179 -2.304 -0.192  0.00
52 H -0.266 -5.571 -0.135  0.00
53 C 1.310 -3.448 0.636  0.00
54 C -1.313 -5.238 -0.156  0.00
55 H -0.879 -2.277 4.467  0.00
56 H -1.791 5.694 -0.245  0.00
57 H -0.669 -5.302 2.339  0.00
58 H 0.608 -1.924 3.560  0.00
59 H 1.584 -5.281 -2.025  0.00
60 S 3.269 0.331 3.949  0.14
61 C -0.402 4.865 2.179  0.00
62 C 3.833 -2.988 -0.976  0.00
63 H -3.297 -2.628 -0.863  0.02
64 C -2.993 3.364 -0.680  -0.02
65 C -0.490 -2.005 3.472  0.02
66 C -1.500 3.629 -0.930  0.01
67 H -3.522 -0.855 -1.683  -0.01
68 C 0.050 0.482 -2.140  -0.07
69 H 0.515 2.419 3.178  0.00
70 H 4.193 2.250 -0.590  0.00
71 H 1.556 4.808 -2.874  0.00
72 H 4.243 -2.673 -1.945  0.00
73 C 3.825 2.774 -1.483  0.00
74 H 3.046 -0.110 -0.841  -0.01
75 Si 1.974 -3.022 -1.094  0.01
76 H 0.690 4.865 2.279  0.00
77 H -1.206 -3.425 -1.313  -0.01
78 C 0.078 -0.916 -2.072  0.05
79 H -1.828 -5.639 0.733  0.00
80 H -3.442 0.017 -3.274  0.00
81 C -1.273 5.145 -1.046  0.00
82 H 4.184 -4.004 -0.751  0.00
83 H -3.571 4.272 -0.900  0.00